(1)
{"formula": "C29H72N9O9P3S2", "method": "wB97M-V/def2-TZVPD", "symbols": ["C", "C", "S", "C", "C", "C", "O", "S", "O", "O", "C", "C", "C", "O", "O", "C", "C", "O", "C", "H", "H", "H", "H", "H", "H", "H", "H", "H", "H", "H", "H", "H", "H", "H", "H", "H", "H", "O", "P", "N", "C", "C", "N", "C", "C", "N", "C", "C", "H", "H", "H", "H", "H", "H", "H", "H", "H", "H", "H", "H", "H", "H", "H", "H", "H", "H", "O", "P", "N", "C", "C", "N", "C", "C", "N", "C", "C", "H", "H", "H", "H", "H", "H", "H", "H", "H", "H", "H", "H", "H", "H", "H", "H", "H", "H", "O", "P", "N", "C", "C", "N", "C", "C", "N", "C", "C", "H", "H", "H", "H", "H", "H", "H", "H", "H", "H", "H", "H", "H", "H", "H", "H", "H", "H"], "xyz": [[2.383, 5.683, 5.607], [3.412, 6.315, 4.617], [4.596, 5.120, 3.889], [3.676, 3.657, 3.301], [4.408, 2.308, 3.628], [3.578, 1.073, 3.223], [2.445, 0.797, 4.078], [2.918, 0.567, 5.608], [3.844, -0.531, 5.718], [1.818, 0.350, 6.501], [3.756, 2.121, 6.048], [4.095, 2.188, 7.556], [5.162, 3.237, 7.885], [4.993, 4.358, 7.634], [6.320, 2.756, 8.520], [7.368, 2.636, 7.592], [8.029, 1.266, 7.363], [7.754, 3.568, 6.999], [4.965, 2.248, 5.077], [2.006, 4.711, 5.259], [2.842, 5.584, 6.605], [1.519, 6.362, 5.705], [3.993, 7.061, 5.178], [2.845, 6.760, 3.786], [2.619, 3.658, 3.615], [3.665, 3.717, 2.196], [5.296, 2.308, 2.964], [3.166, 1.292, 2.219], [4.233, 0.195, 3.079], [3.033, 2.917, 5.791], [4.322, 1.180, 7.940], [3.174, 2.509, 8.075], [7.263, 0.540, 7.040], [8.727, 1.392, 6.525], [8.537, 0.955, 8.288], [5.540, 1.298, 5.142], [5.665, 3.056, 5.324], [3.008, 0.370, -0.816], [2.475, -1.005, -1.214], [3.179, -1.029, -2.791], [2.630, -1.696, -3.960], [4.628, -1.214, -2.782], [0.819, -0.447, -1.283], [0.283, 0.144, -2.500], [0.449, 0.413, -0.156], [1.906, -2.684, -1.407], [0.501, -3.071, -1.372], [2.641, -3.556, -0.461], [2.791, -2.782, -3.940], [3.112, -1.310, -4.861], [1.568, -1.520, -4.096], [4.902, -2.258, -2.570], [5.093, -0.583, -2.022], [5.066, -0.930, -3.741], [0.946, 0.903, -2.931], [-0.689, 0.603, -2.307], [0.071, -0.620, -3.252], [0.779, 1.448, -0.298], [0.883, 0.045, 0.777], [-0.637, 0.415, -0.024], [-0.009, -2.751, -0.461], [0.409, -4.161, -1.434], [-0.031, -2.690, -2.241], [2.324, -3.382, 0.572], [3.717, -3.359, -0.520], [2.497, -4.611, -0.700], [0.059, -3.328, -6.353], [-1.283, -3.840, -6.858], [-1.822, -2.346, -7.532], [-3.201, -1.916, -7.655], [-1.097, -1.954, -8.740], [-1.940, -4.082, -5.256], [-2.619, -2.999, -4.560], [-0.990, -4.699, -4.331], [-2.668, -4.712, -7.565], [-3.668, -5.424, -6.775], [-2.173, -5.637, -8.613], [-3.725, -2.408, -8.487], [-3.234, -0.839, -7.837], [-3.782, -2.080, -6.752], [-1.418, -2.541, -9.612], [-0.023, -2.101, -8.610], [-1.247, -0.895, -8.961], [-2.058, -2.057, -4.591], [-2.792, -3.263, -3.513], [-3.622, -2.836, -4.960], [-0.292, -3.970, -3.913], [-0.408, -5.479, -4.826], [-1.521, -5.178, -3.502], [-3.235, -6.171, -6.108], [-4.364, -5.939, -7.445], [-4.280, -4.732, -6.199], [-1.636, -6.485, -8.176], [-1.484, -5.115, -9.285], [-2.992, -6.015, -9.227], [-3.403, 0.952, 0.413], [-4.843, 1.174, 0.854], [-4.831, 2.893, 0.709], [-5.625, 3.818, 1.494], [-4.792, 3.363, -0.675], [-4.549, 0.685, 2.507], [-4.101, 1.651, 3.498], [-3.708, -0.510, 2.616], [-6.600, 1.164, 1.156], [-7.210, 0.658, 2.382], [-7.284, 0.520, 0.009], [-6.672, 3.861, 1.166], [-5.211, 4.826, 1.401], [-5.617, 3.594, 2.557], [-5.771, 3.260, -1.164], [-4.063, 2.794, -1.254], [-4.488, 4.411, -0.724], [-3.269, 2.270, 3.141], [-3.787, 1.146, 4.414], [-4.920, 2.298, 3.821], [-2.643, -0.279, 2.519], [-3.965, -1.242, 1.848], [-3.867, -0.993, 3.584], [-6.926, -0.371, 2.609], [-8.301, 0.689, 2.288], [-6.975, 1.297, 3.231], [-7.104, -0.559, -0.010], [-6.917, 0.938, -0.935], [-8.360, 0.698, 0.039]], "forces_ev_per_angstrom": [[0.3771, 0.5333, 0.0272], [-1.3432, -0.9571, 0.1201], [0.3881, 0.1010, 0.3480], [-0.3172, -0.3228, -0.6672], [0.7505, 0.9632, 0.2940], [0.7341, 0.7284, -1.5129], [0.5813, 0.0951, 1.4223], [0.1422, -1.4454, 2.0317], [0.7484, 0.6486, -1.2228], [-0.9209, 1.2063, -0.9633], [0.5002, 0.8367, -0.9081], [-0.6409, -0.8847, 0.3545], [-0.4843, -2.2820, 0.2156], [-0.0402, 2.5161, -0.3019], [-0.1501, -0.9276, -0.6670], [0.6937, -1.5792, 0.3524], [-0.9181, 0.3347, 0.2651], [0.2997, 1.8935, -0.9802], [-0.4333, -1.4633, -0.1949], [0.0926, 0.3675, 0.1495], [-0.1901, -0.2247, -0.4310], [0.2880, -0.2822, -0.0384], [0.0224, -0.2380, -0.5933], [0.3965, 0.1864, 0.3388], [0.4370, 0.0251, 0.0926], [-0.1964, 0.0110, 0.4824], [-0.4126, -0.2105, 0.2098], [-0.1375, -0.2474, 0.5391], [-0.4451, 0.1831, 0.5704], [0.2600, -0.3537, 0.2311], [0.2404, 0.4324, -0.1336], [0.4532, -0.1246, -0.1123], [0.2932, 0.0998, 0.4974], [-0.0881, 0.0421, 0.5191], [-0.2269, -0.1656, -0.3968], [-0.1882, 0.4378, 0.0928], [-0.5990, 0.0296, -0.1538], [2.0840, -2.3267, 2.7936], [-3.9611, 3.5735, -5.8377], [0.7318, 0.0154, -0.1905], [-0.2515, -0.6024, 0.1606], [0.1395, 0.3939, 0.3840], [-0.8621, -0.0171, 0.0604], [0.0760, -0.3250, -0.3359], [0.0769, -0.1462, 0.2236], [1.4747, -0.8700, 2.8288], [-0.5822, 0.2928, 0.1733], [0.4027, -0.1756, -0.3291], [-0.0224, -0.0148, -0.0353], [0.1272, 0.1163, 0.1553], [-0.0129, -0.0395, 0.1727], [0.0887, -0.0576, -0.1675], [-0.1088, -0.0001, 0.0312], [-0.1382, -0.0576, -0.0316], [-0.0149, 0.0297, -0.0795], [0.1166, 0.0429, 0.2800], [0.1646, 0.0308, -0.0823], [0.0762, 0.0142, 0.0763], [0.0283, 0.0415, -0.0269], [0.0084, -0.0808, -0.1461], [-0.0888, 0.0004, -0.0703], [0.4555, -0.0211, 0.0393], [0.0314, 0.2945, 0.1637], [-0.0128, -0.1796, 0.0241], [-0.0248, 0.0786, -0.0008], [-0.0702, 0.0535, -0.0451], [1.1495, -2.6531, -2.6951], [-3.4120, 4.8548, 4.5163], [0.2663, 0.4055, -0.4389], [-0.4069, -0.4718, -0.1935], [0.5458, -0.0690, 0.1664], [-0.5272, -0.3044, 0.6160], [-0.2994, 0.1558, -0.3133], [0.1672, -0.1781, -0.2461], [2.0445, -2.0294, -1.3398], [-0.0711, -0.1177, 0.5600], [-0.0450, 0.3119, -0.4267], [-0.0344, 0.0005, -0.0041], [0.2312, -0.0252, -0.0112], [0.1010, -0.1711, 0.0145], [-0.0838, 0.1295, -0.1108], [-0.0504, -0.0616, 0.0881], [-0.1307, -0.0480, 0.0700], [-0.0388, 0.0719, 0.0417], [0.2513, -0.1380, -0.0313], [0.0699, 0.1307, -0.1045], [0.1355, -0.0728, -0.0803], [0.0386, 0.0701, 0.0037], [-0.1646, 0.0936, -0.0800], [-0.1049, 0.0108, 0.0555], [0.2587, 0.0936, -0.2919], [0.2482, 0.0434, 0.1461], [-0.0894, -0.1098, -0.1079], [0.0274, 0.0242, 0.0725], [-0.0373, 0.0408, 0.0842], [-1.9377, -1.8622, -2.9484], [2.4836, 4.0050, 5.8726], [0.1459, 0.4003, -0.5227], [-0.6180, -0.1944, 0.0912], [0.4242, -0.3195, -0.2116], [-0.1386, -0.2911, 0.7424], [-0.3068, 0.3655, -0.0331], [-0.0874, -0.1219, -0.2625], [-0.3376, -2.0793, -2.3908], [0.1951, -0.2590, 0.4808], [-0.1027, 0.4294, -0.2908], [-0.0254, 0.0153, 0.0172], [0.1380, -0.1038, -0.1562], [-0.0104, -0.1888, -0.0588], [-0.0530, 0.1810, -0.0315], [-0.0165, -0.0628, 0.0977], [-0.0753, -0.0163, 0.1336], [0.0275, 0.0576, 0.0542], [0.0835, -0.2066, -0.1901], [0.0531, 0.1123, -0.1190], [0.0257, -0.0520, -0.0874], [0.0564, 0.0412, -0.0140], [-0.0987, 0.1470, 0.0259], [-0.0339, 0.0310, 0.1098], [0.0658, 0.0818, -0.3884], [0.2709, -0.1044, -0.0433], [-0.1743, -0.0282, -0.0298], [0.0701, -0.0115, 0.0394], [0.0394, 0.0203, 0.0893]], "lowdin_charge": [-0.151, -0.505, 0.874, -0.436, -0.338, -0.170, -0.204, 0.664, -0.272, -0.261, -0.294, -0.046, -0.451, 0.201, 0.080, -0.494, 0.033, 0.165, -0.163, 0.041, 0.063, 0.074, 0.073, 0.062, 0.081, 0.080, 0.150, 0.131, 0.137, 0.113, 0.131, 0.141, 0.086, 0.091, 0.092, 0.123, 0.084, -0.312, 0.760, -0.314, -0.132, -0.147, -0.345, -0.128, -0.146, -0.281, -0.134, -0.142, 0.082, 0.087, 0.047, 0.072, 0.068, 0.079, 0.090, 0.082, 0.045, 0.078, 0.066, 0.068, 0.089, 0.085, 0.052, 0.079, 0.072, 0.078, -0.299, 0.755, -0.316, -0.139, -0.143, -0.343, -0.132, -0.152, -0.291, -0.130, -0.142, 0.080, 0.085, 0.050, 0.073, 0.071, 0.081, 0.086, 0.083, 0.052, 0.049, 0.076, 0.084, 0.084, 0.085, 0.071, 0.080, 0.073, 0.078, -0.302, 0.752, -0.315, -0.139, -0.143, -0.349, -0.136, -0.152, -0.291, -0.130, -0.144, 0.080, 0.085, 0.049, 0.073, 0.070, 0.080, 0.090, 0.082, 0.051, 0.076, 0.071, 0.080, 0.085, 0.085, 0.071, 0.079, 0.072, 0.078], "mol_weight_g_mol": 848.00, "smiles": "CCSC[C@@H]1COS(=O)(=O)[C@@H](CC(=O)OC(C)=O)C1.CN(C)P(=O)(N(C)C)N(C)C.CN(C)P(=O)(N(C)C)N(C)C.CN(C)P(=O)(N(C)C)N(C)C", "orbital_gap_ha": 0.2655, "homo_ev": -7.75, "lumo_ev": -0.52}



(2)
{"formula": "C3H5I2N", "method": "wB97M-V/def2-TZVPD", "symbols": ["C", "C", "C", "N", "I", "I", "H", "H", "H", "H", "H"], "xyz": [[-1.209, 0.176, 0.197], [-0.378, -0.985, 0.653], [0.285, 0.296, 0.241], [0.933, 0.261, -1.025], [0.890, 2.107, -1.995], [2.854, -0.542, -0.913], [-1.667, 0.110, -0.778], [-1.784, 0.732, 0.922], [-0.366, -1.249, 1.698], [-0.282, -1.823, -0.020], [0.723, 0.917, 1.020]], "forces_ev_per_angstrom": [[-0.0848, 0.0787, -0.0155], [0.0442, -0.0993, 0.0642], [-0.0830, 0.1243, 0.4719], [0.3507, -0.0492, -0.7989], [0.0674, -0.3188, 0.2837], [-0.3584, 0.2370, 0.0522], [0.0462, -0.0373, -0.1142], [0.0232, 0.0460, 0.0998], [0.0123, 0.0580, 0.0988], [0.0277, -0.0046, -0.1252], [-0.0455, -0.0348, -0.0170]], "lowdin_charge": [-0.127, -0.125, -0.647, -1.012, 0.697, 0.698, 0.098, 0.099, 0.099, 0.099, 0.121], "mol_weight_g_mol": 308.89, "orbital_gap_ha": 0.2904, "homo_ev": -8.83, "lumo_ev": -0.93, "e_above_lowest_kcal_mol": 24.01}



(3)
{"formula": "C4H8N4", "method": "wB97M-V/def2-TZVPD", "symbols": ["C", "C", "C", "C", "H", "H", "H", "H", "H", "H", "H", "H", "N", "N", "N", "N"], "xyz": [[1.660, 0.079, -0.322], [-0.438, 1.393, -0.435], [-1.275, -0.882, 0.187], [-2.531, -0.189, 0.273], [2.379, 0.626, 1.662], [3.499, -0.549, 0.876], [1.425, -0.450, -2.011], [-0.590, 2.508, -0.556], [-0.501, -1.105, 0.991], [-1.391, -1.777, -0.531], [-3.411, -0.526, -0.255], [-2.711, 0.291, 1.123], [2.582, -0.024, 0.756], [1.745, -1.005, -1.045], [0.895, 1.312, -0.242], [-1.336, 0.297, -0.471]], "forces_ev_per_angstrom": [[2.0122, -1.8065, 3.6574], [3.0096, -0.9479, 1.1475], [2.3806, -5.8780, -0.1079], [0.3310, 0.2179, -2.2528], [0.7405, -2.0515, -3.1912], [-2.3366, 0.7275, -1.1777], [0.2061, -2.7009, 2.0476], [-1.4998, -1.6661, 0.1016], [-1.3825, 0.6508, -0.7649], [0.7923, 1.1062, 1.1813], [0.1972, 0.0626, -0.4349], [-0.8698, 2.1246, 3.4989], [-0.4029, 2.9607, 4.1601], [-1.8409, 4.4825, -4.3689], [-1.7463, -1.6232, -1.7367], [0.4094, 4.3412, -1.7596]], "lowdin_charge": [-0.620, -0.106, -0.225, -0.054, 0.131, 0.106, 0.106, 0.131, 0.145, 0.141, 0.113, 0.061, 0.016, 0.047, 0.062, -0.054], "mol_weight_g_mol": 112.14, "smiles": "[H]/N=C(N)\\N=C/N1CC1", "orbital_gap_ha": 0.3379, "homo_ev": -8.50, "lumo_ev": 0.69, "e_above_lowest_kcal_mol": 106.56}



(4)
{"formula": "C3H4N2O", "method": "wB97M-V/def2-TZVPD", "symbols": ["C", "C", "C", "N", "N", "O", "H", "H", "H", "H"], "xyz": [[-0.021, -0.433, 0.653], [1.240, 0.466, -1.118], [-0.702, -1.122, 1.732], [-1.258, -0.175, 0.697], [0.255, 1.160, -1.584], [2.370, 0.177, -1.234], [-0.967, -2.168, 1.630], [-0.619, -0.749, 2.745], [-0.643, 1.099, -1.116], [0.345, 1.745, -2.405]], "forces_ev_per_angstrom": [[-3.1751, 0.5509, 0.7907], [-0.9610, -0.7940, 1.0650], [-0.3518, -1.6627, 2.0097], [2.8911, 0.2564, -1.2279], [-0.4481, 1.0235, -1.0897], [2.0207, 0.2399, -1.1023], [-0.0288, -0.0100, 0.0551], [-0.0610, -0.0247, 0.0837], [0.2854, 0.0713, -0.2637], [-0.1714, 0.3495, -0.3206]], "mulliken_spin": [0.531, 0.659, 0.404, 0.049, 0.028, 0.281, 0.008, 0.006, -0.008, 0.043], "mol_weight_g_mol": 84.08, "orbital_gap_ha": [0.2591, 0.3204], "s2": 2.010, "homo_ev": [-5.97, -11.06], "lumo_ev": [1.08, -2.35], "spin_multiplicity": 3, "e_above_lowest_kcal_mol": 39.85}